1.
The following is a quantum chemistry calculation of a structure of composition C32H43MnN6O6S2, from OMol25.

Each line ends with the Löwdin spin population.
Positions of all 90 atoms, in Å:
C (4.644, -0.469, 0.844)  0.00
C (-4.692, -1.495, -0.166)  0.00
H (-2.464, -3.712, -2.384)  0.00
H (-2.419, -4.695, -3.853)  0.00
C (8.863, -0.484, 1.697)  0.00
H (3.448, 0.813, 3.096)  0.00
H (-5.185, 0.221, 1.102)  0.00
C (1.954, 2.932, 1.155)  -0.03
N (1.175, -2.243, -0.540)  0.00
C (5.094, -0.239, 2.165)  0.00
H (9.298, -1.459, 1.471)  0.00
H (-1.742, 0.807, -1.642)  -0.01
H (-0.936, 6.691, -1.853)  0.00
C (5.180, -1.024, -1.609)  0.00
H (-0.515, -2.454, 1.642)  0.00
H (6.811, -0.051, 3.420)  0.00
N (-3.272, -1.499, 0.190)  0.00
O (-8.130, -0.788, 1.420)  0.00
O (-2.374, -4.372, 2.059)  0.00
H (4.338, -1.712, -1.669)  0.00
C (1.696, -3.404, -0.239)  0.01
N (2.460, -3.612, 0.836)  0.01
N (0.404, -2.239, -1.658)  0.01
C (3.203, -0.395, 0.527)  0.00
C (0.303, -3.384, -2.229)  0.00
C (-1.313, -2.003, 1.078)  0.00
C (-2.626, 0.595, -1.045)  -0.01
N (-3.174, -3.576, 1.607)  0.00
H (2.777, 2.218, 1.139)  0.00
H (1.341, 2.741, 2.035)  0.00
H (-8.921, 2.238, -1.237)  0.00
C (-7.375, 1.021, -0.348)  0.00
C (6.460, -0.245, 2.413)  0.00
H (0.004, -4.358, -4.087)  0.00
C (-1.834, 4.992, 0.920)  0.00
H (-4.807, -1.015, -1.135)  0.00
H (-0.480, 1.595, 0.445)  -0.01
H (-2.548, 5.015, 1.734)  0.00
C (-0.545, -3.703, -3.410)  0.00
H (-5.036, -2.517, -0.266)  0.00
H (-3.475, 0.433, -1.704)  0.00
H (6.023, -1.463, -2.139)  0.00
S (-7.260, -0.661, 0.291)  0.00
H (9.064, -0.251, 2.741)  0.00
H (2.827, 2.175, -1.333)  0.00
C (-1.865, 5.971, -0.063)  0.00
H (-6.664, 1.089, -1.172)  0.00
H (9.370, 0.254, 1.074)  0.00
H (3.627, -0.846, 3.621)  0.00
C (2.087, 2.966, -1.350)  -0.01
C (7.389, -0.486, 1.412)  0.00
N (-1.167, -0.867, 0.349)  -0.01
H (-2.602, 6.762, -0.025)  0.00
H (2.914, -4.491, 1.001)  0.00
O (-7.380, -1.571, -0.819)  0.00
H (0.734, 4.920, -1.944)  0.00
C (0.478, 1.472, -0.069)  -0.38
C (1.128, 2.822, -0.164)  -0.04
C (4.182, 0.046, 3.331)  0.00
C (6.923, -0.736, 0.127)  0.00
S (1.206, -4.630, -1.374)  0.00
C (-0.931, 5.930, -1.084)  0.00
H (-0.767, -2.772, -3.930)  0.00
C (-5.536, -0.789, 0.889)  0.00
H (-9.090, 0.504, -1.552)  0.00
Mn (0.893, -0.303, -0.260)  1.51
H (2.642, -2.821, 1.442)  0.00
H (-2.829, 1.476, -0.431)  0.00
C (-2.611, -2.406, 1.001)  0.00
C (-0.880, 3.988, 0.873)  0.00
C (-8.811, 1.246, -0.804)  0.00
H (1.551, 2.904, -2.299)  0.00
O (2.808, -0.042, -0.634)  -0.01
H (-5.589, -1.366, 1.811)  0.00
H (7.644, -0.941, -0.658)  0.00
H (2.608, 3.922, -1.294)  0.00
H (-7.090, 1.686, 0.466)  0.00
O (-4.387, -3.665, 1.683)  0.00
H (4.772, 0.372, 4.187)  0.00
H (-0.866, 3.256, 1.673)  0.00
C (0.065, 3.931, -0.154)  -0.01
C (5.575, -0.727, -0.186)  0.00
O (2.298, -0.675, 1.375)  -0.02
C (-1.849, -4.391, -2.976)  0.00
C (0.022, 4.920, -1.131)  0.00
H (-1.641, -5.280, -2.380)  0.00
H (2.358, 3.942, 1.227)  -0.01
H (-9.491, 1.155, 0.042)  0.00
H (4.886, -0.112, -2.129)  0.00
C (-2.357, -0.583, -0.178)  0.00

## Properties
- largest force on an atom (eV/Å) = 1.4
- spin multiplicity = 2
- HOMO level (spin up / spin down) (eV) = -11.3 / -11.3
- net charge = +1

***

2.
The following is a quantum chemistry calculation of a structure of composition C32H43N3ORu, from OMol25.

Each line ends with the Löwdin spin population.
Positions of all 80 atoms, in Å:
H (1.822, 3.483, -0.173)  0.01
H (-1.457, 1.528, 2.879)  0.00
C (2.385, 1.714, -2.325)  0.01
C (1.651, 2.504, 2.291)  0.02
C (-3.395, 0.861, 1.514)  0.07
C (0.281, 2.495, -3.361)  0.01
C (-4.442, 1.782, 1.502)  0.13
H (-1.676, 3.376, 4.378)  0.00
H (3.316, 4.406, -0.416)  0.00
H (1.349, 3.526, 2.014)  0.00
H (-3.117, 0.411, 2.473)  0.00
C (4.566, 2.601, -1.766)  0.00
H (-5.391, 3.359, 0.357)  0.02
H (6.965, 1.045, -3.614)  0.00
H (5.192, 3.284, -1.184)  0.00
C (2.498, 2.500, 3.541)  0.00
C (2.540, 3.824, -0.930)  0.01
H (3.382, 3.119, 3.373)  0.00
O (0.485, 1.674, 2.423)  0.06
H (0.841, 3.120, -4.033)  0.00
C (4.377, 0.894, -3.439)  0.00
H (-2.734, -1.773, 0.098)  0.00
H (-1.411, -2.488, 2.913)  0.00
C (-0.658, 3.094, 4.096)  0.00
H (-0.247, 2.473, 4.899)  0.00
H (2.707, -0.720, -4.660)  0.00
C (6.673, 1.628, -2.738)  0.00
C (-3.056, 1.135, -0.731)  0.27
H (2.216, 2.068, 1.453)  0.02
H (-0.601, -0.975, 3.417)  0.00
C (5.181, 1.703, -2.639)  0.00
H (2.827, -0.171, 2.145)  0.00
H (2.637, -1.772, 2.862)  0.01
N (-2.680, 0.531, 0.423)  0.37
H (3.020, -1.337, -1.623)  0.00
H (-5.019, 1.887, 2.421)  0.01
H (1.940, 2.914, 4.384)  0.00
H (-1.846, 2.478, -3.937)  0.01
H (-2.073, -2.582, -1.345)  0.00
H (-1.983, -0.938, 2.324)  0.00
C (-4.673, 2.542, 0.351)  0.24
H (-4.080, 2.714, -1.763)  0.00
C (-0.625, -2.004, 0.095)  0.09
Ru (0.146, -0.075, -0.032)  1.97
C (-2.390, 0.690, -1.901)  0.69
H (3.315, -0.228, -0.276)  0.01
C (3.170, 2.679, -1.661)  0.01
C (-1.985, -2.485, -0.260)  0.03
H (-0.072, 4.011, 3.992)  0.00
H (1.200, -0.164, -3.900)  0.00
C (2.155, 0.169, -4.324)  0.00
H (3.766, -1.945, -0.127)  0.01
H (-1.025, 2.981, 1.961)  0.01
H (7.121, 1.155, -1.856)  0.00
C (-0.204, -1.557, 1.400)  0.06
N (-1.208, 1.312, -2.243)  0.14
C (0.516, -1.979, -0.776)  0.05
H (2.021, 4.518, -1.609)  0.00
H (7.108, 2.628, -2.827)  0.00
H (1.487, -2.243, -2.656)  0.00
C (3.016, -1.254, -0.533)  0.04
C (-1.021, 2.178, -3.320)  0.04
C (-0.720, 2.332, 2.794)  0.01
H (2.831, 1.488, 3.788)  0.00
H (0.155, -3.385, -2.354)  0.00
H (1.506, -0.474, 3.291)  0.00
C (1.206, -1.275, 1.340)  0.08
H (1.935, 0.771, -5.222)  0.00
C (-1.084, -1.494, 2.587)  0.02
H (-2.184, -3.469, 0.186)  0.01
H (4.842, 0.234, -4.176)  0.00
C (2.983, 0.922, -3.328)  0.00
N (0.935, 1.810, -2.329)  0.05
C (1.645, -1.508, -0.014)  0.10
C (0.029, 1.064, -1.613)  0.15
C (-3.964, 2.228, -0.793)  0.06
C (0.490, -2.349, -2.219)  0.01
C (2.087, -0.905, 2.473)  0.02
H (-0.210, -1.701, -2.770)  0.00
H (-2.544, -0.315, -2.288)  0.04

## Properties
- largest force on an atom (eV/Å) = 6.3
- spin multiplicity = 6
- HOMO level (spin up / spin down) (eV) = -0.2 / -3.7
- net charge = -1

***

3.
The following is a quantum chemistry calculation of the molecule C32H44N4O5, from OMol25.

Each line ends with the Löwdin charge.
Positions of all 85 atoms, in Å:
H (1.236, -1.549, 0.798)  0.15
C (-1.734, -0.345, -3.247)  -0.23
O (-1.078, 0.613, -2.442)  0.02
C (2.420, 4.828, -0.826)  -0.20
C (-6.768, -0.984, 1.981)  0.00
H (-0.865, 3.771, -0.803)  0.12
C (-3.740, -0.898, -1.817)  -0.41
C (-1.137, -1.307, -1.156)  -0.04
H (3.813, -1.158, 3.142)  0.09
H (7.737, -1.990, 1.874)  0.08
C (-1.238, -0.724, 0.246)  -0.38
H (3.901, -2.164, -1.484)  0.12
C (-5.423, -0.992, -0.016)  -0.21
O (-9.057, -0.496, 1.942)  -0.09
C (3.266, -2.113, 0.561)  -0.26
C (0.632, 0.348, -0.725)  -0.08
C (1.080, 4.438, -1.441)  -0.18
H (4.601, -4.518, 0.331)  0.11
H (3.073, 2.807, -0.475)  0.10
C (-0.162, -0.291, -1.848)  -0.34
C (2.888, 3.714, 0.104)  -0.18
H (-4.678, -1.414, 1.948)  0.11
H (6.886, -3.567, 0.275)  0.11
H (3.111, 0.096, 2.112)  0.05
H (5.385, -2.872, 2.118)  0.15
H (4.691, -0.537, 0.281)  0.14
H (-2.411, -2.334, -2.592)  0.16
H (0.939, 0.828, 1.996)  0.11
H (3.158, 5.004, -1.609)  0.11
C (4.861, -3.773, -0.425)  -0.19
H (-8.622, -0.212, -0.747)  0.10
H (-1.375, 2.485, 0.890)  0.13
H (1.417, -1.401, -3.092)  0.12
C (4.437, -1.252, 1.068)  -0.30
C (2.021, -0.294, -0.581)  -0.43
H (-10.127, 0.818, 0.745)  0.09
C (1.810, 3.425, 1.144)  -0.19
C (5.655, -2.151, 1.337)  -0.35
C (-0.575, -1.053, -3.917)  0.02
H (0.770, 1.421, -0.902)  0.15
H (1.645, 4.322, 1.770)  0.13
O (-2.015, -1.067, 1.123)  0.05
H (-3.459, -1.484, 0.117)  0.10
C (4.013, -0.478, 2.315)  -0.04
H (2.807, -3.483, -1.039)  0.12
H (-0.624, -1.518, -4.881)  0.11
C (0.424, -1.003, -3.045)  0.04
H (0.689, 5.249, -2.056)  0.11
H (-10.494, -0.913, 0.504)  0.09
H (-0.699, -2.306, -1.059)  0.17
H (-6.461, -0.516, -1.823)  0.10
N (-4.156, -1.212, -0.574)  0.15
O (2.956, 0.101, -1.244)  0.08
H (2.304, 5.754, -0.256)  0.11
H (-11.012, -0.089, 1.995)  0.09
H (6.694, -0.921, 2.799)  0.07
H (2.141, 2.617, 1.800)  0.11
H (-0.783, 0.543, 2.355)  0.13
N (-0.233, 0.151, 0.421)  0.01
H (4.786, 0.222, 2.618)  0.07
C (-0.081, 0.943, 1.619)  -0.09
C (-10.226, -0.151, 1.244)  -0.10
C (3.657, -2.884, -0.702)  -0.15
H (1.215, 3.561, -2.077)  0.11
H (7.078, -0.539, 1.118)  0.09
C (-2.304, -1.331, -2.166)  -0.07
C (-0.392, 2.424, 1.363)  -0.15
C (0.071, 4.102, -0.346)  -0.19
H (5.144, -4.305, -1.335)  0.11
H (2.990, -2.825, 1.347)  0.16
O (-4.434, -0.409, -2.685)  0.07
C (6.862, -1.346, 1.814)  -0.07
C (-5.550, -1.157, 1.364)  -0.01
C (-6.545, -0.652, -0.759)  0.00
C (-7.772, -0.478, -0.139)  -0.02
N (2.078, -1.307, 0.301)  0.13
H (-2.498, 0.103, -3.874)  0.15
H (3.814, 3.998, 0.607)  0.11
C (6.026, -2.926, 0.070)  -0.18
N (0.586, 3.023, 0.477)  -0.21
H (-6.874, -1.108, 3.047)  0.12
C (-7.897, -0.642, 1.235)  -0.28
H (6.313, -2.217, -0.709)  0.13
H (-0.448, 2.942, 2.335)  0.13
H (-0.137, 5.005, 0.257)  0.13

## Properties
- structure (SMILES) = COc1ccc(NC(=O)[C@H]2[C@@H]3C=C[C@]4(O3)[C@H](C(=O)N[C@H]3CCC[C@@H](C)[C@@H]3C)N(CCN3CCCCC3)C(=O)[C@@H]24)cc1
- largest force on an atom (eV/Å) = 0.8
- spin multiplicity = 1
- HOMO level (eV) = -7.7
- net charge = 0
- ΔE to the lowest compared entry with this formula, charge and spin (kJ/mol) = 12.1

***

4.
The following is a quantum chemistry calculation of a cluster of 7 separate species, C32H44NO16 in total, from OMol25.

Each line ends with the Löwdin charge.
Positions of all 93 atoms, in Å:
C (0.518, 4.769, -0.170)  -0.17
H (2.825, 0.637, 2.975)  0.10
C (1.786, 1.089, 6.089)  -0.44
H (-0.073, -5.769, 2.425)  0.07
C (-1.475, -0.194, -0.443)  -0.03
H (-1.754, -0.534, 4.512)  0.03
H (-1.412, 2.272, -6.559)  0.03
H (0.374, -1.347, -3.445)  0.13
C (-1.855, 0.803, -5.573)  -0.07
H (0.289, 4.846, -2.091)  0.17
O (-1.449, 0.074, 3.925)  -0.02
C (0.962, -5.543, -4.950)  -0.06
H (-1.486, -4.108, -2.742)  0.16
H (2.753, -0.700, -0.694)  0.12
C (2.917, 1.357, 2.119)  -0.02
H (3.916, 1.505, 2.034)  0.06
C (2.815, 4.870, 0.739)  0.13
H (-1.949, -0.359, -1.485)  0.12
C (-3.562, -0.863, -4.959)  0.11
H (-2.224, 3.077, 0.012)  0.10
H (1.404, -1.839, 3.757)  0.04
C (-1.748, 2.264, -0.429)  0.06
H (-0.363, -0.377, -0.294)  0.12
C (2.579, 1.009, 0.741)  -0.47
H (-0.410, 0.064, -7.186)  0.12
H (2.440, 2.356, 2.512)  0.11
H (-0.787, 2.145, -0.869)  0.10
H (-0.756, -5.250, 3.995)  0.14
C (0.898, 2.058, 5.227)  -0.01
O (1.859, 1.748, 0.069)  0.04
H (2.982, -1.056, 0.964)  0.06
O (2.525, 4.741, -1.501)  0.09
C (-2.795, -1.870, -5.802)  -0.12
O (0.256, 4.979, 3.472)  0.11
H (-2.198, 2.322, -1.299)  0.04
O (2.513, 0.304, 5.584)  0.07
C (1.958, 4.672, -0.382)  -0.38
C (1.422, -3.061, -4.382)  -0.34
H (2.648, 0.909, 8.378)  0.13
H (-0.222, 2.122, 5.497)  0.12
C (-2.979, 0.417, -4.705)  -0.35
C (3.186, -0.293, 0.278)  0.00
O (-0.295, 4.982, -1.250)  0.06
O (-1.829, 2.172, -5.801)  0.15
H (1.092, -5.578, 3.628)  0.10
C (0.151, -5.034, 3.214)  -0.05
H (-1.749, -1.313, -0.130)  0.14
O (-0.185, -1.972, -2.880)  0.04
H (-2.912, -3.700, -6.628)  0.09
O (2.171, -2.117, -4.390)  0.13
O (-0.858, -2.356, -7.141)  0.11
H (-3.771, 0.784, -0.905)  0.13
C (-1.574, -1.587, -6.490)  -0.42
O (-0.085, -3.060, 1.966)  0.07
H (2.352, 5.485, 3.929)  0.08
C (-1.674, 0.949, 1.747)  -0.09
H (0.757, 1.707, 8.097)  0.12
H (-3.138, -0.246, 2.610)  0.13
C (1.864, 1.508, 7.656)  -0.04
C (0.308, -3.549, 2.960)  -0.54
C (-0.076, 4.926, 1.200)  0.08
O (-3.252, -3.138, -5.993)  0.13
H (1.696, -6.304, -6.493)  0.09
C (-3.594, 0.746, 0.238)  -0.03
H (0.298, -2.473, 4.834)  0.07
O (2.949, 5.485, 3.206)  0.12
C (1.704, -4.298, -5.167)  0.12
C (1.018, -2.774, 4.068)  -0.02
C (-2.044, -0.263, 2.615)  -0.15
H (-1.185, 5.160, 1.383)  0.15
C (-0.527, -4.354, -3.387)  0.09
H (1.750, -3.530, 4.704)  0.15
H (-0.458, 1.182, 1.768)  0.20
C (-1.035, -0.277, -6.357)  0.09
C (2.170, 5.047, 2.160)  -0.10
H (-1.651, -1.119, 2.345)  0.04
H (-2.149, 1.780, 2.135)  0.10
H (-4.228, 1.573, 0.689)  0.14
O (0.979, -6.599, -5.945)  0.07
C (0.151, -3.091, -3.574)  -0.22
C (0.739, 4.941, 2.372)  -0.45
N (-2.145, 0.935, 0.315)  -0.31
H (4.233, -0.340, 0.369)  0.08
H (3.774, 4.886, 0.606)  0.06
H (1.025, 1.924, 4.305)  -0.05
O (-0.799, -6.670, -3.854)  0.17
H (2.404, -4.225, -5.773)  0.03
O (-3.528, 1.105, -3.777)  0.04
H (2.345, 2.414, 7.761)  0.01
C (-0.208, -5.654, -4.015)  -0.39
H (-4.083, -0.131, 0.594)  0.09
H (1.195, 3.055, 5.614)  0.09
H (-4.420, -1.239, -4.482)  0.11

## Properties
- largest force on an atom (eV/Å) = 12.0
- spin multiplicity = 1
- HOMO level (eV) = -10.9
- net charge = +1
- ΔE to the lowest compared entry with this formula, charge and spin (kJ/mol) = 70.6

***

Ordered energy results: -108089.0379, -42975.3316, -50097.5603, -68125.0992; unit eV.